# 1
Below is a structure of composition C3H5NO2 in a non-equilibrium geometry, with properties calculated with ωB97M-V/def2-TZVPD.

Calculated values
**Total energy**: -8773.7068 eV
**Lowest unoccupied orbital energy**: 0.38 eV
**Highest occupied orbital energy**: -8.88 eV
**Gap between HOMO and LUMO**: 0.3404 Ha

```
! RIJCOSX wB97M-V def2-TZVPD def2/J DEFGRID3
* xyz 0 1
C 0.957 -0.247 0.605
C 0.006 0.920 0.921
O -0.283 1.524 1.938
O -1.449 0.109 0.275
C -1.088 -0.401 -0.800
N 0.197 -0.625 -1.036
H 0.943 -1.278 0.896
H 0.294 1.425 -0.030
H 1.957 0.229 0.723
H -1.890 -0.619 -1.517
H 0.358 -1.037 -1.974
*
```

# 2
Below is an isolated molecule of C3H5NO2, with properties calculated with ωB97M-V/def2-TZVPD.

Calculated values
**Total energy**: -8775.9935 eV
**Lowest unoccupied orbital energy**: 0.84 eV
**Highest occupied orbital energy**: -10.29 eV
**Gap between HOMO and LUMO**: 0.4091 Ha
**Structure (SMILES)**: [H]/N=C1/COCO1

```
! RIJCOSX wB97M-V def2-TZVPD def2/J DEFGRID3
* xyz 0 1
N 1.890 -0.980 -0.224
C 0.772 -0.414 -0.128
C -0.504 -0.938 0.473
O -1.386 0.167 0.509
C -0.703 1.248 -0.073
O 0.386 0.715 -0.801
H 2.506 -0.389 -0.782
H -0.736 -1.629 -0.341
H -0.561 -1.482 1.418
H -1.370 1.787 -0.747
H -0.293 1.916 0.696
*
```

# 3
Below is an isolated molecule of C3H5NO2, with properties calculated with ωB97M-V/def2-TZVPD.

Calculated values
**Total energy**: -8774.3240 eV
**Lowest unoccupied orbital energy**: 0.95 eV
**Highest occupied orbital energy**: -8.78 eV
**Gap between HOMO and LUMO**: 0.3573 Ha
**Structure (SMILES)**: C=C1NOCO1

```
! RIJCOSX wB97M-V def2-TZVPD def2/J DEFGRID3
* xyz 0 1
C -1.019 -0.257 1.568
C -0.235 0.034 0.539
N -0.529 0.949 -0.527
O 0.954 -0.580 0.270
C 1.020 -0.508 -1.137
O 0.556 0.773 -1.453
H -1.979 0.230 1.680
H -0.703 -1.003 2.286
H 0.362 -1.283 -1.559
H -0.399 1.908 -0.212
H 2.050 -0.610 -1.476
*
```

Q: Among the records above, which one has the lowest gap between HOMO and LUMO?
A: number 1

Q: Which of these has the highest gap between HOMO and LUMO?
A: number 2

Q: Which of these has the lowest highest occupied orbital energy?
A: number 2

Repeat the third record exactly.
Below is an isolated molecule of C3H5NO2, with properties calculated with ωB97M-V/def2-TZVPD.

Calculated values
**Total energy**: -8774.3240 eV
**Lowest unoccupied orbital energy**: 0.95 eV
**Highest occupied orbital energy**: -8.78 eV
**Gap between HOMO and LUMO**: 0.3573 Ha
**Structure (SMILES)**: C=C1NOCO1

```
! RIJCOSX wB97M-V def2-TZVPD def2/J DEFGRID3
* xyz 0 1
C -1.019 -0.257 1.568
C -0.235 0.034 0.539
N -0.529 0.949 -0.527
O 0.954 -0.580 0.270
C 1.020 -0.508 -1.137
O 0.556 0.773 -1.453
H -1.979 0.230 1.680
H -0.703 -1.003 2.286
H 0.362 -1.283 -1.559
H -0.399 1.908 -0.212
H 2.050 -0.610 -1.476
*
```